# 1
A molecular structure, C52H53CuN5O3P2SSi. Source: the Open Molecules 2025 dataset; level of theory: wB97M-V/def2-TZVPD.

Each line ends with the Mulliken spin population.
Geometry (Å):
Cu (0.559, -0.180, -0.463)  0.698
N (-2.224, 6.448, 2.096)  0.000
C (-1.399, 5.329, 2.130)  0.000
C (-0.070, 5.461, 1.966)  0.000
C (0.898, 4.348, 2.065)  -0.001
C (-0.088, 2.496, 2.475)  0.007
C (-1.517, 2.862, 2.619)  0.000
C (-2.061, 4.072, 2.461)  0.000
S (0.108, 0.665, 2.775)  -0.011
O (-1.217, 0.067, 2.705)  0.000
O (0.756, 0.504, 4.042)  0.010
N (0.885, 0.027, 1.498)  0.046
C (2.148, -0.377, 1.493)  0.023
N (2.908, -0.375, 2.590)  0.000
C (4.147, -0.789, 2.473)  -0.001
C (4.691, -1.201, 1.262)  0.000
C (3.836, -1.167, 0.173)  0.007
N (2.578, -0.783, 0.273)  0.013
H (-1.814, 7.269, 1.678)  0.000
H (-3.184, 6.298, 1.825)  0.000
H (0.334, 6.445, 1.770)  0.000
H (1.910, 4.718, 1.900)  0.000
H (-2.150, 2.035, 2.902)  0.001
H (-3.128, 4.166, 2.622)  0.000
H (4.720, -0.773, 3.393)  0.000
H (5.710, -1.534, 1.182)  0.001
H (4.173, -1.460, -0.815)  -0.001
C (2.030, -1.315, -4.299)  0.000
Si (0.296, -0.824, -3.640)  -0.006
C (-0.812, -0.375, -5.150)  0.005
C (-0.646, -2.245, -2.818)  -0.011
N (0.540, 0.374, -2.399)  0.105
C (1.029, 1.602, -2.670)  -0.009
C (1.112, 2.187, -3.951)  0.005
C (1.445, 3.512, -4.128)  -0.002
C (1.743, 4.328, -3.048)  0.005
C (1.785, 3.767, -1.782)  -0.001
C (1.479, 2.433, -1.609)  -0.003
O (1.759, 1.765, -0.438)  0.053
C (1.798, 2.411, 0.773)  -0.012
C (2.929, 2.301, 1.498)  0.013
C (3.079, 2.562, 2.905)  -0.008
C (2.119, 2.966, 3.746)  0.010
C (0.785, 3.451, 3.332)  -0.001
C (0.555, 3.101, 1.212)  -0.016
H (2.082, -2.347, -4.632)  0.000
H (2.769, -1.181, -3.515)  0.000
H (2.326, -0.684, -5.133)  0.000
H (-0.467, -0.905, -6.034)  0.000
H (-0.828, 0.682, -5.387)  0.000
H (-1.840, -0.671, -4.972)  0.000
H (-0.326, -3.216, -3.174)  0.000
H (-1.713, -2.162, -2.990)  0.001
H (-0.476, -2.192, -1.748)  0.006
H (0.897, 1.582, -4.812)  0.001
H (1.481, 3.915, -5.130)  0.000
H (1.996, 5.366, -3.190)  0.000
H (2.097, 4.350, -0.928)  0.000
H (3.780, 1.850, 1.002)  0.001
H (4.049, 2.318, 3.311)  0.000
H (2.329, 3.007, 4.803)  0.000
H (0.246, 3.900, 4.167)  -0.001
H (-0.136, 3.249, 0.376)  0.004
C (-2.316, -3.239, 0.311)  0.005
C (-2.935, -1.942, 0.818)  0.019
P (-2.156, -0.314, 0.344)  0.012
C (-2.795, -0.026, -1.361)  -0.022
C (-2.291, 1.131, -1.953)  0.031
C (-2.778, 1.586, -3.163)  -0.002
C (-3.770, 0.869, -3.812)  0.000
C (-4.242, -0.309, -3.259)  -0.001
C (-3.758, -0.758, -2.040)  0.003
C (-3.468, 0.724, 1.151)  0.019
C (-3.943, 1.894, 0.566)  0.004
C (-4.918, 2.660, 1.181)  -0.003
C (-5.431, 2.289, 2.411)  0.004
C (-4.952, 1.140, 3.016)  -0.002
C (-3.985, 0.371, 2.398)  0.004
C (-1.056, -3.597, 1.095)  -0.003
P (0.483, -2.844, 0.373)  -0.004
C (1.634, -3.289, 1.732)  0.001
C (1.335, -2.868, 3.026)  0.002
C (2.209, -3.121, 4.066)  -0.001
C (3.410, -3.769, 3.825)  0.000
C (3.729, -4.165, 2.538)  0.000
C (2.850, -3.926, 1.498)  0.001
C (0.988, -4.136, -0.843)  0.003
C (2.052, -3.774, -1.667)  0.001
C (2.579, -4.663, -2.585)  0.000
C (2.023, -5.926, -2.719)  0.000
C (0.932, -6.276, -1.944)  0.000
C (0.416, -5.390, -1.012)  0.002
H (-2.102, -3.183, -0.758)  -0.001
H (-3.055, -4.035, 0.453)  0.000
H (-2.885, -1.959, 1.906)  0.000
H (-3.992, -1.885, 0.536)  0.002
H (-1.511, 1.676, -1.437)  -0.008
H (-2.387, 2.495, -3.597)  0.000
H (-4.169, 1.223, -4.752)  0.000
H (-4.998, -0.882, -3.777)  0.000
H (-4.144, -1.677, -1.626)  0.000
H (-3.561, 2.219, -0.390)  0.001
H (-5.275, 3.557, 0.694)  0.000
H (-6.188, 2.887, 2.897)  0.000
H (-5.333, 0.838, 3.981)  0.000
H (-3.601, -0.487, 2.923)  0.000
H (-0.923, -4.680, 1.164)  0.001
H (-1.146, -3.225, 2.116)  -0.001
H (0.436, -2.300, 3.219)  0.001
H (1.960, -2.785, 5.060)  0.000
H (4.103, -3.953, 4.633)  0.000
H (4.674, -4.649, 2.335)  0.000
H (3.117, -4.232, 0.496)  0.000
H (2.447, -2.772, -1.577)  0.000
H (3.419, -4.374, -3.201)  0.000
H (2.430, -6.630, -3.430)  0.000
H (0.475, -7.250, -2.062)  0.000
H (-0.439, -5.700, -0.432)  0.000

Force components x, y, z for each atom (eV/Å):
-0.17 0.49 -0.52
-0.38 0.18 0.08
0.87 0.37 -0.09
-0.57 0.03 0.02
-0.03 0.05 -0.05
0.31 -0.86 0.06
-0.54 0.22 0.04
-0.07 -0.26 0.12
-0.69 -0.28 0.42
0.20 0.13 0.21
0.18 0.12 -0.14
-1.28 0.24 0.23
2.07 -0.38 0.48
-0.17 0.00 0.07
0.13 -0.02 -0.18
-0.12 0.13 -0.15
0.53 -0.03 0.07
-0.33 0.52 0.22
-0.10 -0.08 0.00
0.10 -0.02 -0.04
0.02 0.12 -0.08
-0.05 -0.09 0.00
-0.21 0.14 0.04
-0.02 -0.16 0.05
0.18 -0.09 -0.04
0.14 -0.05 -0.08
0.04 -0.03 -0.04
-0.65 0.13 0.23
-0.20 -0.32 -0.48
0.42 0.02 0.55
0.37 0.37 -0.28
-0.35 -1.66 0.65
0.34 1.11 0.35
-0.12 -0.29 0.34
0.15 0.37 0.04
-0.02 0.02 -0.21
0.02 -0.22 0.17
0.17 0.39 -0.85
-0.32 -0.31 0.09
0.94 0.52 0.49
-0.43 0.12 -1.16
-0.17 0.42 0.79
0.68 0.00 -0.13
0.06 0.21 0.30
0.01 -0.08 -0.58
-0.09 -0.24 -0.11
0.15 0.03 0.20
0.01 0.14 -0.14
0.16 -0.15 -0.16
0.00 0.20 -0.08
-0.11 -0.09 0.12
0.14 -0.26 -0.05
-0.18 0.17 -0.11
-0.08 -0.11 -0.03
-0.06 -0.09 -0.18
-0.02 0.04 -0.10
0.00 0.12 -0.01
0.09 0.08 0.13
-0.03 -0.13 -0.09
0.06 -0.09 0.13
0.12 -0.03 0.13
0.03 -0.13 -0.08
0.14 0.01 0.08
0.01 0.00 0.07
0.15 0.15 -0.09
-0.96 -0.08 -1.11
0.16 -0.10 0.13
0.02 -0.17 0.00
-0.05 0.14 -0.06
-0.04 0.07 -0.02
-0.13 -0.11 -0.11
-0.03 0.04 0.05
0.17 0.19 0.13
-0.03 -0.11 -0.11
-0.10 0.07 0.00
-0.03 0.06 -0.04
-0.09 -0.04 0.11
0.03 -0.02 -0.05
0.22 0.08 -0.23
-0.41 -1.29 0.33
0.05 0.24 -0.05
-0.04 -0.16 0.00
-0.03 -0.03 0.13
0.01 -0.07 0.05
0.06 -0.07 0.05
-0.08 -0.08 0.01
-0.03 0.35 -0.08
-0.16 -0.05 0.05
0.13 0.02 -0.09
0.02 -0.04 -0.04
-0.04 -0.12 -0.05
0.00 0.08 0.12
-0.11 -0.10 -0.07
0.06 0.07 -0.08
-0.11 -0.02 -0.02
0.10 0.11 0.07
0.03 0.14 -0.07
0.05 0.05 -0.03
0.01 0.00 -0.08
-0.05 -0.03 -0.03
-0.07 -0.09 0.07
-0.04 0.04 0.01
-0.01 0.07 -0.05
-0.07 0.05 0.02
-0.02 -0.03 0.09
-0.02 -0.06 0.07
0.06 0.14 0.08
0.03 -0.03 -0.01
-0.10 0.01 0.08
-0.01 0.07 0.09
0.03 -0.02 0.09
0.05 -0.05 0.01
0.03 -0.06 0.03
0.14 0.11 -0.07
0.04 0.05 -0.05
0.02 -0.01 -0.06
-0.01 -0.04 0.00
-0.06 -0.01 0.09

Properties
Gap between HOMO and LUMO (spin up / spin down) = 7.539 / 5.627 eV
M = 981.68 u
HOMO (spin up / spin down) = -6.99 / -6.92 eV
Calculated total energy = -5523.64025 hartree
LUMO (spin up / spin down) = 0.55 / -1.29 eV
2S+1 = 2

***

# 2
A single C7H14 molecule. Source: the Open Molecules 2025 dataset; level of theory: wB97M-V/def2-TZVPD.

Each line ends with the natural charge from an NBO analysis.
Geometry (Å):
C (-0.795, 0.131, -2.077)  -0.800
C (-0.331, -0.918, -1.142)  0.199
C (1.269, -0.119, 0.316)  -0.386
C (1.627, 1.318, -0.051)  -0.616
C (-0.253, -0.526, 0.295)  -0.242
C (-1.165, 0.589, 0.826)  -0.628
C (-0.409, -1.771, 1.181)  -0.588
H (-1.842, -0.195, -2.230)  0.280
H (-0.329, 0.040, -3.064)  0.239
H (-0.829, 1.184, -1.761)  0.192
H (1.819, -0.815, -0.334)  0.233
H (1.617, -0.330, 1.334)  0.221
H (2.712, 1.450, 0.011)  0.218
H (1.169, 2.038, 0.635)  0.206
H (1.324, 1.579, -1.070)  0.205
H (-0.948, 0.793, 1.882)  0.215
H (-2.215, 0.277, 0.762)  0.213
H (-1.064, 1.531, 0.281)  0.208
H (0.257, -2.567, 0.838)  0.224
H (-0.179, -1.535, 2.229)  0.197
H (-1.436, -2.154, 1.141)  0.209

Force components x, y, z for each atom (eV/Å):
0.15 0.03 0.01
-0.14 0.31 0.07
0.14 -0.01 -0.01
-0.03 0.06 -0.02
-0.10 -0.13 -0.05
-0.03 0.08 -0.06
0.01 -0.07 0.05
0.08 -0.03 0.04
-0.11 -0.03 0.12
0.01 -0.17 0.01
-0.06 0.07 0.10
-0.08 0.00 -0.09
-0.15 -0.02 -0.01
0.06 -0.09 -0.10
0.04 -0.04 0.15
0.00 -0.04 -0.15
0.17 0.03 0.02
-0.01 -0.14 0.07
-0.08 0.12 0.03
-0.03 -0.01 -0.15
0.15 0.08 -0.03

Properties
Gap between HOMO and LUMO = 8.575 eV
Energy relative to the best compared isomer or geometry (same formula, charge and spin) = 82.7 kcal per mole
M = 98.19 u
HOMO = -7.94 eV
Calculated total energy = -274.98449 hartree
LUMO = 0.63 eV
2S+1 = 1

***

# 3
A molecular structure, C5F19KN2O23S9. Source: the Open Molecules 2025 dataset; level of theory: wB97M-V/def2-TZVPD.

Each line ends with the Mulliken spin population.
Geometry (Å):
K (0.177, -0.093, 0.021)  -0.012
N (-2.775, 0.302, -4.033)  0.000
S (-2.395, 1.542, -4.910)  0.000
O (-2.604, 1.348, -6.341)  0.000
O (-1.279, 2.417, -4.580)  0.000
F (-3.705, 2.451, -4.563)  0.000
S (-1.291, -0.426, -4.050)  0.000
O (-0.591, -0.418, -2.748)  0.000
O (-0.453, -0.315, -5.235)  0.000
F (-1.850, -1.953, -4.155)  0.000
N (0.075, -5.265, -0.834)  0.001
S (-1.018, -6.481, -0.253)  0.000
O (-1.598, -7.325, -1.326)  0.000
O (-1.728, -6.466, 1.003)  0.000
F (0.149, -7.582, 0.123)  0.000
S (-0.614, -4.184, -0.015)  -0.003
O (-0.204, -3.966, 1.358)  0.002
O (-2.022, -4.017, -0.443)  0.000
F (0.038, -2.851, -0.697)  0.000
C (-3.503, 3.921, 1.151)  0.000
F (-4.667, 3.217, 1.251)  0.000
F (-3.812, 5.201, 0.777)  0.000
F (-2.892, 3.956, 2.333)  0.000
S (-2.302, 3.200, -0.200)  -0.002
O (-1.879, 1.867, 0.318)  0.016
O (-3.050, 3.161, -1.490)  0.003
O (-1.221, 4.178, -0.181)  0.004
C (1.234, 1.757, 3.547)  0.000
F (1.328, 1.603, 2.198)  -0.001
F (0.024, 2.200, 3.825)  0.000
F (1.466, 0.524, 4.088)  0.000
S (2.594, 3.090, 4.142)  0.000
O (1.930, 4.368, 3.749)  0.000
O (2.818, 3.065, 5.620)  0.000
O (3.795, 2.752, 3.379)  0.000
C (-3.303, -0.046, 2.990)  -0.013
F (-3.248, -0.541, 4.210)  -0.001
F (-4.509, 0.279, 2.797)  -0.001
F (-2.514, 1.022, 2.975)  -0.002
S (-2.647, -1.458, 1.866)  -0.088
O (-2.952, -1.131, 0.478)  0.289
O (-1.201, -1.526, 2.182)  0.540
O (-3.282, -2.610, 2.429)  0.268
C (3.188, 2.060, -3.081)  0.000
F (3.693, 3.194, -3.489)  0.000
F (2.150, 1.683, -3.880)  0.000
F (4.069, 1.086, -2.967)  0.000
S (2.460, 2.436, -1.383)  0.000
O (2.427, 1.142, -0.716)  0.000
O (3.368, 3.400, -0.696)  0.000
O (1.086, 2.944, -1.541)  0.000
C (4.869, -1.553, 0.353)  0.000
F (5.935, -2.361, 0.230)  0.000
F (5.172, -0.490, 1.191)  0.000
F (4.585, -1.101, -0.834)  0.000
S (3.359, -2.630, 0.907)  0.000
O (2.150, -1.752, 0.795)  0.000
O (3.348, -3.800, -0.006)  0.000
O (3.620, -3.024, 2.359)  0.000

Force components x, y, z for each atom (eV/Å):
0.38 0.39 -0.39
2.86 -0.68 -0.16
-1.12 4.75 -2.61
0.08 -0.26 0.79
-1.40 -1.66 0.13
0.48 -0.60 0.16
2.02 -2.70 3.02
-1.87 0.21 -2.81
-1.33 0.10 1.08
0.14 0.82 0.05
-1.53 -4.45 0.67
1.55 -5.55 -2.37
0.15 2.62 1.11
0.35 0.99 -0.96
0.32 0.72 0.28
-1.46 8.00 1.17
-0.97 -1.11 -1.36
1.60 -0.53 1.39
-0.28 -1.34 -0.01
1.01 -0.60 -2.00
0.40 0.58 0.36
-0.26 -0.62 0.66
-0.60 0.12 0.07
1.58 -0.77 -1.94
-1.35 1.57 -0.23
0.34 0.08 2.76
-1.48 -0.35 0.52
2.39 0.33 -0.66
-0.13 0.23 1.27
-0.40 -0.39 0.39
-0.62 0.97 -0.06
0.17 2.20 -0.09
0.66 -2.03 0.41
-0.79 -0.92 -1.40
-1.14 -0.14 0.64
3.59 -0.48 -0.22
0.31 -0.88 1.65
-3.16 0.83 -1.39
-0.18 -0.26 -0.43
-0.28 1.55 -0.72
0.58 -0.28 1.60
-0.70 0.40 -0.41
-0.41 -0.69 0.11
-3.50 -0.11 2.80
1.26 0.66 -1.67
1.45 0.10 -0.13
0.77 -0.11 -0.98
-1.71 1.45 3.54
0.64 -0.49 -0.65
-0.53 -1.25 -2.08
1.90 -0.24 -1.09
-1.53 -0.05 1.59
0.65 0.17 0.37
-0.21 -1.77 -1.17
0.10 0.75 -0.92
-2.55 -0.96 2.99
2.81 -1.23 -0.14
0.70 1.88 0.76
0.25 1.04 -3.31

Properties
Gap between HOMO and LUMO (spin up / spin down) = 6.034 / 2.567 eV
M = 1144.71 u
HOMO (spin up / spin down) = 2.50 / 2.50 eV
Calculated total energy = -8111.36424 hartree
Charge = -5
LUMO (spin up / spin down) = 8.53 / 5.07 eV
2S+1 = 2

***

Which value of M does entry 2 give?
98.19 u

***

What is the M in the third record?
1144.71 u